Record 1
Molecular formula: C4H6O3S
Method: DFT, ωB97M-V with the def2-TZVPD basis set

Last column: Löwdin charge in e.
Cartesian coordinates (Å):
O -2.4330 -1.1933 -0.6093  -0.015
C -1.6354 -0.1721 -0.4268  -0.112
C -0.4199 -0.2501 0.2894  -0.486
O -0.4515 -1.1780 1.3208  -0.013
C 0.6147 0.9087 0.4207  -0.328
O 0.1550 2.2284 0.1284  -0.078
C 0.7738 -0.1276 -0.6283  -0.540
S 2.2484 -1.1082 -0.3167  0.762
H -1.8564 0.6074 -1.2770  0.174
H -1.4366 -1.5407 1.2513  0.166
H 1.2717 1.0086 1.3429  0.172
H 1.0539 2.6005 -0.3804  0.193
H 0.5104 0.2326 -1.7032  0.160
H 1.6050 -2.0163 0.5881  -0.055

Cartesian forces (eV/Å) of the 6 atoms listed first:
O 3.277 3.968 2.338
C -5.318 -2.854 -5.869
C 1.791 0.645 2.579
O -2.748 -1.129 -0.405
C -1.718 1.290 1.311
O 4.021 0.545 -2.646

Results
LUMO, eV: -0.028
Structure (SMILES): O=C[C@]1(O)[C@H](O)[C@H]1S
Multiplicity: 1
Energy, eV: -21219.3399
Energy above the lowest of the compared OMol25 structures with the same formula, charge and spin, kcal/mol: 84.0
E_HOMO, eV: -9.345

***

Record 2
Molecular formula: C37H60O30
Method: DFT, ωB97M-V with the def2-TZVPD basis set

Last column: Löwdin charge in e.
Cartesian coordinates (Å):
C -3.4681 0.0597 3.7262  -0.015
C -3.2612 0.1205 5.2420  -0.275
C -2.3334 -0.9696 5.8105  -0.080
O -1.1259 -0.2750 6.0794  0.030
C -1.3569 1.0530 6.1763  -0.528
O -0.5979 1.8058 6.7689  0.136
O -2.5440 1.3088 5.5843  0.070
H -2.5383 0.0921 3.1489  0.068
H -4.2019 0.8455 3.4478  0.102
H -3.8662 -0.9742 3.5010  0.096
H -4.2290 0.1848 5.7283  0.151
H -2.3061 -1.8803 5.2155  0.117
H -2.5047 -1.2482 6.8472  0.135
C -2.0418 2.9746 -0.3162  0.009
C -3.0695 1.9839 -0.8655  -0.338
C -3.3658 0.9290 0.1318  -0.114
O -4.3340 1.5247 0.9521  0.077
C -4.7661 2.6193 0.3555  -0.485
O -5.7465 3.3311 0.7434  0.072
O -4.1886 2.7825 -0.8804  0.081
H -2.2417 3.1800 0.7472  0.084
H -1.9660 3.8302 -0.8174  0.042
H -1.0053 2.4700 -0.3315  0.090
H -2.9835 1.6248 -1.8719  0.138
H -2.6423 0.5343 0.7624  0.079
H -3.8767 0.1317 -0.4739  0.150
C 0.7328 -3.9275 -0.3432  0.030
C 2.2560 -3.5379 -0.5631  -0.296
C 3.0348 -3.1006 0.6880  -0.134
O 4.2705 -3.5802 0.4767  0.101
C 4.2258 -4.5320 -0.4328  -0.587
O 5.1628 -5.2012 -0.6781  0.178
O 2.9775 -4.6332 -0.9281  0.106
H 0.1997 -3.1703 0.1639  0.035
H 0.5865 -4.8434 0.1263  0.060
H 0.1904 -4.0086 -1.3095  0.082
H 2.3029 -2.8482 -1.4117  0.124
H 2.5782 -3.6363 1.5737  0.159
H 3.0400 -2.0573 0.8056  0.098
C -0.9258 -2.8864 -4.4647  0.004
C -2.2452 -2.4006 -3.7753  -0.186
C -2.9753 -3.5335 -2.9903  -0.140
O -2.6614 -3.1936 -1.7468  0.047
C -2.0853 -1.9433 -1.6523  -0.659
O -1.8181 -1.4260 -0.6092  0.140
O -2.0845 -1.3884 -2.7146  0.189
H -1.1142 -3.7761 -5.1352  0.115
H -0.2751 -3.2662 -3.7101  0.050
H -0.3596 -2.1031 -4.9963  0.065
H -2.8185 -2.0673 -4.5639  0.117
H -2.8302 -4.5652 -3.1447  0.127
H -4.1030 -3.2875 -2.9752  0.164
C 2.2101 1.6058 -5.7835  -0.032
C 0.7285 1.8639 -6.0483  -0.254
C -0.1833 0.6812 -6.0449  -0.073
O -0.7219 0.5593 -4.7089  0.078
C -0.4593 1.6783 -4.0587  -0.545
O -0.8383 2.0035 -2.9437  0.126
O 0.4273 2.4201 -4.7352  0.042
H 2.2781 1.0420 -4.8557  0.068
H 2.8360 2.5099 -5.7254  0.095
H 2.7131 1.0189 -6.5319  0.081
H 0.5946 2.6451 -6.8938  0.187
H 0.3195 -0.2464 -6.4043  0.150
H -1.0885 0.8321 -6.5914  0.129
C 3.1682 3.2933 -2.7900  -0.035
C 2.9808 3.7755 -1.4174  -0.322
C 1.5317 4.2751 -0.9210  -0.027
O 1.5936 3.8797 0.4359  0.082
C 2.4392 2.9306 0.6255  -0.490
O 2.5376 2.2064 1.6812  0.080
O 3.2361 2.7362 -0.5038  0.038
H 4.2369 3.2434 -3.0327  0.105
H 2.7870 4.0969 -3.3409  0.081
H 2.6683 2.3530 -3.0293  0.073
H 3.7404 4.5086 -1.3532  0.137
H 0.7929 3.7374 -1.5212  0.109
H 1.2320 5.3790 -0.9214  0.165
C 4.3251 -0.0139 -1.7217  -0.004
C 4.6003 -0.3957 -3.1593  -0.234
C 5.4938 -1.6800 -3.2762  -0.094
O 4.6127 -2.7439 -3.4120  0.060
C 3.3702 -2.3281 -3.7229  -0.514
O 2.3869 -3.0617 -3.9383  0.104
O 3.3971 -0.9783 -3.7860  0.027
H 3.6157 0.7203 -1.6071  0.013
H 5.2584 0.2393 -1.1750  0.123
H 3.8690 -0.8769 -1.2182  0.092
H 4.8142 0.4733 -3.7670  0.142
H 6.1393 -1.6578 -2.3335  0.160
H 6.0212 -1.8633 -4.2319  0.146
C -2.0962 -2.5994 1.8768  -0.013
O -2.1555 -3.4005 3.0961  -0.030
C -1.0365 -4.1328 3.4395  -0.349
O 0.1600 -4.1426 2.7044  -0.058
O -1.1582 -4.6645 4.6866  -0.009
C 0.0146 -5.3647 5.0564  -0.062
H -2.0021 -3.2968 1.0705  0.083
H -1.2084 -2.0855 1.9151  0.033
H -3.0053 -2.0051 1.8355  0.094
H 0.3800 -6.0013 4.1959  0.117
H -0.0975 -6.0142 5.8866  0.078
H 0.7612 -4.6033 5.3303  0.103
C -1.0738 2.9753 3.2111  -0.065
O -1.2549 3.8639 4.3086  0.028
C -2.2137 4.7444 4.1052  -0.476
O -3.0914 4.6456 2.9925  -0.075
O -2.2672 5.6654 4.9615  0.037
C -3.2362 6.6547 5.0327  -0.036
H -0.6552 3.5175 2.3272  0.103
H -1.9888 2.4521 2.8972  0.071
H -0.3953 2.1202 3.4589  0.094
H -3.0900 7.2029 5.9129  0.072
H -4.3283 6.2790 5.0219  0.140
H -3.0081 7.2669 4.1687  0.100
C 0.9007 0.3575 -1.0672  -0.070
O 1.3218 -0.4268 -0.0259  0.021
C 0.7311 -0.3196 1.1469  -0.398
O -0.3711 0.6155 1.4415  -0.084
O 1.2549 -1.1051 2.0151  -0.005
C 0.9507 -1.0330 3.4162  0.003
H -0.1881 0.3865 -1.2185  0.081
H 1.3050 0.0228 -2.0360  0.109
H 1.1274 1.4233 -0.9347  0.084
H 1.4346 -0.0791 3.7283  0.119
H 1.3931 -1.8275 4.0395  0.100
H -0.1785 -1.0789 3.6642  0.107

Cartesian forces (eV/Å) of the 6 atoms listed first:
C -0.736 -1.061 0.315
C 0.663 -0.296 -0.669
C -0.734 0.306 1.421
O 1.609 -0.088 -0.994
C 1.061 0.556 1.141
O -2.022 -1.314 -1.810

Results
LUMO, eV: -0.002
Structure (SMILES): C[C@H]1COC(=O)O1.C[C@H]1COC(=O)O1.C[C@H]1COC(=O)O1.C[C@H]1COC(=O)O1.C[C@H]1COC(=O)O1.C[C@H]1COC(=O)O1.C[C@H]1COC(=O)O1.COC(=O)OC.COC(=O)OC.COC(=O)OC
Multiplicity: 1
Energy, eV: -100759.4010
Energy above the lowest of the compared OMol25 structures with the same formula, charge and spin, kcal/mol: 113.7
E_HOMO, eV: -9.071

***

Record 3
Molecular formula: C23H15BiO6P
Method: DFT, ωB97M-V with the def2-TZVPD basis set

Last column: Löwdin charge in e.
Cartesian coordinates (Å):
O 0.0028 3.7004 -3.5220  0.215
C 0.0104 2.5658 -3.4629  -0.030
Bi -0.0124 -0.0756 -3.9813  1.669
O 0.0023 -0.0030 -7.4509  0.273
C -0.0131 0.0157 -6.2977  -0.063
C -0.0043 -2.6071 -3.5250  -0.014
O -0.0032 -3.7684 -3.5243  0.217
C -2.6034 -0.0466 -3.5997  0.001
O -3.7656 0.0032 -3.5218  0.201
C 2.6312 -0.1096 -3.7558  -0.037
O 3.7292 -0.0347 -3.5887  0.236
O -0.1384 -0.9131 -1.2053  -0.472
P 0.0349 -0.2942 0.1892  0.879
C 1.7409 0.2692 0.3701  -0.257
C 2.6143 -0.1390 1.4151  -0.061
C 3.6941 0.6461 1.7565  -0.005
C 4.2101 1.4925 0.7218  0.004
C 3.5422 1.6263 -0.5306  -0.076
C 2.3067 1.0402 -0.6830  -0.145
C -1.5375 0.6245 0.4496  -0.240
C -2.3791 0.3100 1.5374  -0.052
C -3.5890 0.9264 1.8151  -0.011
C -4.0904 1.7580 0.8019  -0.010
C -3.3618 1.8914 -0.4215  -0.065
C -2.1017 1.3302 -0.6071  -0.146
C 0.0015 -1.3856 1.6623  -0.332
C -0.3227 -2.7346 1.8033  -0.044
C -0.4702 -3.2742 3.1094  -0.035
C -0.2576 -2.4468 4.2179  -0.034
C 0.0711 -1.0742 4.0872  -0.034
C 0.1655 -0.5455 2.8036  -0.173
H 2.3116 -0.9688 2.0648  0.117
H 4.0461 0.6342 2.7949  0.138
H 5.1485 2.0227 0.8786  0.123
H 3.9385 2.1664 -1.3765  0.106
H 1.7286 1.1572 -1.6128  0.028
H -1.9477 -0.3017 2.3204  0.092
H -4.0697 0.7642 2.7894  0.139
H -5.0618 2.2601 0.9062  0.129
H -3.7291 2.5004 -1.2630  0.115
H -1.5734 1.4176 -1.5622  0.027
H -0.4481 -3.3578 0.9090  0.113
H -0.7442 -4.3349 3.2498  0.128
H -0.3338 -2.8273 5.2364  0.122
H 0.2764 -0.4093 4.9472  0.134
H 0.3515 0.5293 2.6551  0.128

Cartesian forces (eV/Å) of the 6 atoms listed first:
O 0.033 -3.114 0.370
C -0.036 3.424 -0.462
Bi 0.066 -0.573 5.758
O -0.082 0.133 5.418
C 0.085 -0.123 -8.587
C -0.007 -6.122 -0.339

Results
LUMO, eV: -13.666
Multiplicity: 1
Energy, eV: -51471.9891
Energy above the lowest of the compared OMol25 structures with the same formula, charge and spin, kcal/mol: 62.4
Charge: +3
E_HOMO, eV: -16.235

***

Record 4
Molecular formula: C38H33F3N10Pd
Method: DFT, ωB97M-V with the def2-TZVPD basis set

Last column: Löwdin charge in e.
Cartesian coordinates (Å):
Pd -0.4525 0.0932 0.8160  0.868
N 9.5652 0.0904 4.7845  0.141
C 8.6468 0.0533 4.0926  -0.202
C 7.5216 -0.0118 3.2304  -0.242
C 7.6954 -0.1081 1.8452  -0.027
C 6.6109 -0.2393 1.0076  -0.005
C 5.3152 -0.2894 1.5237  -0.168
C 5.1338 -0.1518 2.9024  0.016
C 6.2167 -0.0106 3.7389  -0.015
N 4.2182 -0.4761 0.6802  -0.014
C 4.2243 -1.0008 -0.5995  -0.059
C 2.9254 -1.0050 -1.0032  -0.113
N 2.1182 -0.4939 -0.0160  0.076
C 2.9105 -0.1933 0.9708  -0.147
H 8.6971 -0.0735 1.4381  0.117
H 6.7684 -0.2929 -0.0604  0.108
H 4.1374 -0.1767 3.3216  0.120
H 6.0680 0.0950 4.8050  0.122
H 5.1175 -1.3481 -1.0866  0.106
H 2.5160 -1.3457 -1.9397  0.104
H 2.5935 0.2466 1.9013  0.104
C -5.2576 -0.4434 2.3914  -0.099
C -3.9555 -0.1912 1.9883  -0.191
N -3.3790 -0.8584 0.9828  0.032
C -4.1034 -1.7497 0.3231  -0.109
C -5.4648 -2.0327 0.5835  -0.229
C -6.0113 -1.3704 1.6944  -0.064
C -6.2435 -3.0024 -0.1426  -0.113
C -6.1416 -3.4491 -1.4475  -0.112
C -5.4746 -2.8790 -2.5661  -0.324
C -5.2938 -3.6312 -3.7621  -0.068
C -4.6867 -3.0249 -4.8254  -0.216
N -4.2980 -1.7276 -4.8157  0.000
C -4.5361 -1.0945 -3.6661  -0.289
N -5.0721 -1.5661 -2.5610  0.095
H -5.6806 0.0735 3.2455  0.085
H -3.3473 0.5486 2.4944  0.078
H -3.5871 -2.3040 -0.4510  0.103
H -7.0372 -1.5705 1.9862  0.096
H -7.0277 -3.4709 0.4496  0.077
H -6.7195 -4.3367 -1.6956  0.080
H -5.6156 -4.6642 -3.8066  0.087
H -4.4811 -3.5668 -5.7456  0.077
H -4.2494 -0.0442 -3.6426  0.081
C 3.7777 3.0607 -0.4973  -0.075
C 2.4211 3.3016 0.1716  -0.391
C 2.4622 4.5321 1.0813  -0.065
C 1.3021 3.4102 -0.8454  -0.156
C 1.4001 4.2503 -1.9345  -0.075
C 0.4161 4.2933 -2.9163  -0.112
C -0.6460 3.4014 -2.8281  -0.065
C -0.7776 2.5197 -1.7715  -0.153
C -1.9346 1.5468 -1.7370  -0.360
C -2.9397 1.9116 -0.6381  -0.067
C -1.4107 0.1092 -1.6235  -0.054
C 0.1515 2.5652 -0.6696  -0.294
N -0.0268 1.9741 0.5107  0.013
H 4.5457 2.8573 0.2555  0.067
H 4.0960 3.9286 -1.0793  0.065
H 3.7203 2.2061 -1.1748  0.074
H 2.1928 2.4400 0.7993  0.090
H 2.6532 5.4403 0.5040  0.070
H 3.2473 4.4220 1.8349  0.070
H 1.5042 4.6378 1.5916  0.081
H 2.2678 4.8970 -2.0288  0.100
H 0.4995 4.9748 -3.7539  0.083
H -1.3871 3.3754 -3.6212  0.104
H -2.4610 1.6169 -2.6931  0.118
H -2.5122 1.7388 0.3467  0.039
H -3.8431 1.3085 -0.7356  0.075
H -3.2076 2.9685 -0.7146  0.080
H -0.6249 0.0142 -0.8473  -0.028
H -0.9189 -0.1767 -2.5544  0.098
H -2.2170 -0.5916 -1.4198  0.062
F 0.8541 1.3596 3.0156  -0.013
C -0.0259 0.3464 2.7101  -0.646
F -1.1048 0.6011 3.5068  0.021
F 0.5650 -0.7544 3.2880  -0.001
N -0.6344 -1.9431 1.1061  0.088
C -0.5393 -3.0927 1.0643  -0.154
C -0.4114 -4.4754 1.0150  -0.296
C -1.4491 -5.2571 0.4638  -0.269
N -2.2879 -5.9209 0.0269  0.106
C 0.7349 -5.1208 1.5133  -0.278
N 1.6644 -5.6824 1.9139  0.083

Cartesian forces (eV/Å) of the 6 atoms listed first:
Pd -0.324 -0.148 0.803
N -0.010 0.021 -0.008
C 0.434 0.083 0.346
C -0.809 -0.063 -0.662
C 0.226 0.014 0.385
C -0.197 -0.007 -0.196

Results
LUMO (alpha / beta), eV: 3.001 / 3.001
Multiplicity: 3
Energy, eV: -66472.9864
Energy above the lowest of the compared OMol25 structures with the same formula, charge and spin, kcal/mol: 37.7
Charge: -2
E_HOMO (alpha / beta), eV: 0.189 / -2.500

***

Sequential molecular weight output: 134.16 984.86 627.32 793.17 g mol⁻¹